Below is 6 unconnected molecules or ions with the total composition C16H26Cl8F6O4, with properties calculated with ωB97M-V with the def2-TZVPD basis set.

HOMO energy = -10.718 eV
M = 679.992 u
Structure (SMILES) = CCOC(=O)C(F)(F)F.CCOC(=O)C(F)(F)F.ClCCCl.ClCCCl.ClCCCl.ClCCCl
Electronic energy = -141689.223 eV

Structure (ORCA input):
```
! RIJCOSX wB97M-V def2-TZVPD def2/J DEFGRID3
* xyz 0 1
C -18.1148 -13.5438 -19.3196
C -17.0977 -14.3694 -20.0829
O -17.7008 -14.8889 -21.2774
C -17.2764 -16.0622 -21.7014
O -16.3458 -16.6745 -21.2808
C -18.1487 -16.6231 -22.8567
F -18.9927 -17.5180 -22.3229
F -18.8460 -15.6794 -23.4514
F -17.4095 -17.2574 -23.7439
H -18.5363 -12.8895 -20.0873
H -17.5915 -12.8780 -18.6366
H -18.8843 -14.1355 -18.8347
H -16.6000 -15.1369 -19.4895
H -16.2617 -13.7466 -20.4047
C -13.2409 -8.8619 -18.4073
C -12.9536 -9.7359 -19.6176
O -14.1356 -9.8626 -20.4210
C -15.0400 -10.7385 -20.1010
O -14.9637 -11.5694 -19.2259
C -16.3205 -10.5914 -20.9111
F -16.3466 -9.4818 -21.6308
F -16.5691 -11.5897 -21.7410
F -17.3395 -10.5228 -20.0489
H -14.2709 -8.8795 -18.0521
H -13.0545 -7.7902 -18.5156
H -12.5982 -9.1842 -17.5868
H -12.5986 -10.7002 -19.2600
H -12.1613 -9.3282 -20.2309
Cl -14.9952 -8.5476 -15.2082
C -16.2069 -7.8718 -16.3437
C -17.0018 -9.0459 -16.8767
Cl -18.5082 -8.6292 -17.6816
H -15.6838 -7.3392 -17.1341
H -16.7934 -7.1431 -15.7922
H -17.1851 -9.8136 -16.1253
H -16.4351 -9.6197 -17.6167
Cl -9.5461 -9.6693 -19.5972
C -8.5752 -8.4987 -18.6503
C -8.5503 -7.1556 -19.3605
Cl -7.8994 -5.9386 -18.2103
H -7.5975 -8.9532 -18.5090
H -9.0064 -8.4099 -17.6568
H -9.5794 -6.9348 -19.6418
H -7.9727 -7.1378 -20.2790
Cl -13.0330 -12.3404 -13.2475
C -12.8955 -11.3744 -14.7279
C -13.7593 -11.8813 -15.8682
Cl -13.1198 -13.4805 -16.3886
H -11.8441 -11.4480 -14.9898
H -13.2166 -10.3635 -14.4882
H -13.8508 -11.2503 -16.7462
H -14.7421 -12.1895 -15.5147
Cl -20.3339 -9.0393 -21.7768
C -20.6611 -10.0862 -20.4059
C -21.9629 -9.7946 -19.6883
Cl -21.8024 -8.2590 -18.7697
H -19.8172 -9.9826 -19.7291
H -20.5537 -11.1117 -20.7648
H -22.2658 -10.5720 -18.9930
H -22.7535 -9.7233 -20.4347
*
```